[1]
{
  "formula": "C52H73Cl2N6O9PS",
  "method": "wB97M-V/def2-TZVPD",
  "species": ["Cl", "Cl", "S", "P", "O", "O", "O", "O", "O", "O", "O", "O", "O", "N", "N", "N", "N", "N", "N", "C", "C", "C", "C", "C", "C", "C", "C", "C", "C", "C", "C", "C", "C", "C", "C", "C", "C", "C", "C", "C", "C", "C", "C", "C", "C", "C", "C", "C", "C", "C", "C", "C", "C", "C", "C", "C", "C", "C", "C", "C", "C", "C", "C", "C", "C", "C", "C", "C", "C", "C", "C", "H", "H", "H", "H", "H", "H", "H", "H", "H", "H", "H", "H", "H", "H", "H", "H", "H", "H", "H", "H", "H", "H", "H", "H", "H", "H", "H", "H", "H", "H", "H", "H", "H", "H", "H", "H", "H", "H", "H", "H", "H", "H", "H", "H", "H", "H", "H", "H", "H", "H", "H", "H", "H", "H", "H", "H", "H", "H", "H", "H", "H", "H", "H", "H", "H", "H", "H", "H", "H", "H", "H", "H", "H"],
  "coordinates": [[-1.822, -1.328, -3.614], [-2.194, -4.579, -2.643], [1.532, 1.470, -0.735], [-5.519, -0.957, 0.201], [-5.635, 0.135, 1.178], [-3.665, 0.777, -3.512], [2.154, 2.678, -1.198], [-5.115, -2.320, 0.945], [-0.956, -0.164, -0.020], [-2.358, -1.062, 1.400], [1.270, 1.386, 0.674], [-6.902, -1.238, -0.560], [-2.665, 1.845, 4.781], [2.113, -5.447, -2.994], [1.603, -6.913, -7.165], [2.584, 10.741, 1.307], [1.974, 5.945, 3.499], [4.352, -0.567, 1.687], [0.728, -0.626, 6.884], [-3.043, 0.981, 5.827], [0.969, -1.881, -0.308], [-2.822, 1.529, 2.081], [0.071, -6.171, -8.852], [-0.432, -5.803, -6.551], [-4.509, -4.258, -1.328], [0.769, -6.427, -6.246], [2.683, 7.455, 1.770], [-5.286, 1.708, -4.965], [5.685, 0.882, 3.657], [0.410, -1.307, -1.613], [-1.414, 1.631, 2.673], [2.991, 12.988, 0.585], [4.445, 1.294, 3.197], [1.183, -7.655, -2.987], [1.699, -2.727, 6.262], [1.889, -3.078, -0.614], [1.916, -4.036, 0.573], [0.068, 1.170, -1.685], [-2.546, 1.006, -2.671], [-2.016, -0.330, -2.119], [2.370, -8.178, -3.472], [-2.639, -2.493, -0.920], [2.729, -2.076, 5.603], [2.599, 5.106, 1.339], [1.247, -6.780, -8.441], [-0.786, -5.672, -7.884], [-2.347, -0.263, 0.262], [1.656, 13.310, 0.774], [1.306, 11.065, 1.484], [2.745, -0.691, 5.590], [-2.921, -0.972, -1.033], [2.865, 6.392, 0.897], [-2.830, 1.184, 0.593], [6.249, -0.265, 3.120], [-1.412, 1.498, 4.208], [2.359, -3.306, 1.845], [2.154, 4.941, 2.643], [3.816, 0.537, 2.216], [2.240, 7.173, 3.055], [0.793, 12.328, 1.232], [5.546, -0.948, 2.140], [1.724, -0.017, 6.244], [-4.426, -0.679, -1.201], [-4.350, 1.985, -3.809], [3.246, -5.965, -3.462], [0.728, -1.957, 6.884], [3.426, -7.316, -3.718], [-3.391, -3.406, -1.917], [1.106, -6.287, -2.767], [-0.624, -0.173, -1.412], [3.402, 11.694, 0.864], [4.437, 11.401, 0.728], [4.049, -5.257, -3.640], [-4.603, 0.367, -1.430], [-4.703, 1.287, -5.782], [-3.753, -2.857, -2.778], [3.156, -2.606, 1.584], [-1.069, -5.428, -5.761], [2.724, 4.249, 0.692], [1.082, -6.547, -5.218], [3.211, 6.564, -0.115], [7.215, -0.623, 3.450], [2.876, 8.481, 1.473], [1.579, -1.142, 0.208], [0.380, 1.207, -2.732], [1.295, 14.309, 0.566], [-1.147, 0.469, 4.467], [1.699, 1.068, 6.258], [0.331, -8.291, -2.786], [-2.128, 1.860, 0.107], [-3.335, 2.485, 2.183], [-0.654, 2.156, 4.639], [2.469, -9.239, -3.661], [-0.164, -6.090, -9.904], [-4.607, -5.195, -1.864], [-4.290, -4.498, -0.290], [5.955, -1.847, 1.691], [0.021, -2.136, -2.192], [3.700, 13.723, 0.230], [2.088, 7.973, 3.772], [-0.552, 2.047, -1.512], [0.665, 10.267, 1.845], [2.907, -2.752, -0.839], [-5.787, 2.614, -5.291], [-0.819, 0.810, 2.284], [6.205, 1.446, 4.422], [-4.914, 2.309, -2.924], [-4.849, -1.223, -2.044], [-1.714, -5.190, -8.164], [-0.097, -2.427, 7.410], [3.506, -2.638, 5.099], [-3.883, 1.421, 6.355], [2.386, 0.465, -1.040], [4.368, -7.680, -4.103], [0.190, -5.837, -2.398], [-3.815, 1.429, 0.205], [2.749, -3.998, 2.588], [-3.237, -1.062, 1.794], [-6.006, 0.953, -4.653], [0.897, -4.417, 0.700], [-5.453, -3.715, -1.325], [-2.228, 0.827, 6.541], [2.842, 0.812, 1.822], [-5.668, -2.391, 1.734], [1.270, -0.948, -2.185], [-2.873, 1.654, -1.859], [3.970, 2.184, 3.587], [-1.581, -2.674, -1.079], [-2.851, -2.832, 0.088], [-0.984, 2.593, 2.400], [0.165, -2.248, 0.325], [1.539, -2.715, 2.247], [-0.256, 12.534, 1.392], [1.647, -3.806, 6.293], [3.527, -0.143, 5.081], [1.926, 3.950, 3.024], [1.528, -3.630, -1.484], [2.536, -4.909, 0.367], [-1.776, 1.483, -3.276], [-7.609, -1.346, 0.085], [-3.634, 2.775, -4.052], [1.943, -7.185, -9.168], [-3.442, 0.827, 2.633], [-3.316, 0.002, 5.420]],
  "energy_ha": -4690.87769,
  "orbital_gap_ev": 9.08,
  "lumo_energy_ha": 0.0020,
  "spin_multiplicity": 1,
  "smiles": "CCCCC[C@]1(C[SH](=O)=O)O[C@@](O)(CCCCOC)[C@@](C[C@H](C)Cl)(CP(=O)(O)O)[C@@]1(Cl)COCC.c1ccncc1.c1ccncc1.c1ccncc1.c1ccncc1.c1ccncc1.c1ccncc1",
  "homo_ev": -9.027
}


[2]
{
  "formula": "C52H74As3BrN5O3PbSb2",
  "method": "wB97M-V/def2-TZVPD",
  "species": ["Pb", "Sb", "Sb", "Br", "As", "As", "As", "O", "O", "O", "N", "N", "N", "N", "N", "C", "C", "C", "C", "C", "C", "C", "C", "C", "C", "C", "C", "C", "C", "C", "C", "C", "C", "C", "C", "C", "C", "C", "C", "C", "C", "C", "C", "C", "C", "C", "C", "C", "C", "C", "C", "C", "C", "C", "C", "C", "C", "C", "C", "C", "C", "C", "C", "C", "C", "C", "C", "H", "H", "H", "H", "H", "H", "H", "H", "H", "H", "H", "H", "H", "H", "H", "H", "H", "H", "H", "H", "H", "H", "H", "H", "H", "H", "H", "H", "H", "H", "H", "H", "H", "H", "H", "H", "H", "H", "H", "H", "H", "H", "H", "H", "H", "H", "H", "H", "H", "H", "H", "H", "H", "H", "H", "H", "H", "H", "H", "H", "H", "H", "H", "H", "H", "H", "H", "H", "H", "H", "H", "H", "H", "H"],
  "coordinates": [[0.271, -0.270, 0.310], [-1.720, 3.563, -0.035], [-1.238, 1.288, -3.616], [-1.876, -2.134, -0.475], [3.740, -6.056, -3.767], [0.599, -1.871, -3.086], [2.427, -2.062, 0.090], [5.873, 2.195, 1.581], [-0.030, -0.102, 6.084], [1.554, -0.034, 2.158], [4.132, 3.613, 1.838], [0.571, 2.786, 1.461], [-0.865, -1.260, 2.303], [4.754, 2.671, -0.290], [-0.112, -1.082, 3.378], [2.785, 3.457, 2.085], [-2.007, -1.865, 2.370], [1.010, -3.829, -2.903], [3.717, 3.736, -3.623], [-2.147, 6.202, -2.675], [0.947, -4.744, -0.579], [4.969, 2.795, 1.054], [4.144, 3.460, -1.268], [-3.274, 4.328, -1.593], [1.843, -0.165, 4.549], [-1.533, 6.797, -3.745], [0.931, -0.031, 3.345], [-5.078, -2.719, 2.232], [4.893, -4.471, -3.986], [4.077, -1.022, 0.012], [-0.702, -2.227, -4.530], [-4.070, -2.702, 1.204], [-7.170, -2.774, 4.085], [-6.121, -1.878, 4.241], [3.219, -0.182, 4.388], [1.859, 2.935, 1.175], [-1.344, 6.070, -4.930], [1.315, -0.169, 5.847], [4.286, 3.027, -2.590], [-1.216, 5.532, 0.696], [4.061, -0.240, 5.483], [2.984, 4.895, -3.377], [-2.612, 4.874, -2.735], [3.529, -0.296, 6.764], [2.482, -5.747, -2.211], [2.868, 5.332, -2.061], [0.418, 2.626, -3.198], [-2.416, 4.132, -3.943], [-6.160, -3.604, 2.076], [-5.085, -1.847, 3.331], [2.132, -1.354, -4.233], [0.139, 3.127, 2.670], [1.857, -4.402, -1.766], [-1.772, 4.767, -5.014], [-2.802, -2.229, 1.249], [3.440, 4.633, -1.014], [2.634, -5.858, -5.385], [2.937, -3.428, -1.292], [2.299, 3.860, 3.338], [-2.895, 2.784, -4.114], [-7.185, -3.637, 2.998], [-3.313, 3.253, 1.414], [2.737, -3.032, 1.753], [0.967, 3.681, 3.636], [2.161, -0.268, 6.948], [-0.702, 1.083, -5.705], [2.392, 5.658, -4.514], [5.444, 2.034, -0.677], [-0.440, 2.064, -6.093], [2.530, -4.809, -5.656], [2.163, 2.600, 0.193], [-0.688, 5.440, 1.638], [-0.289, -1.982, -5.505], [-0.968, -3.282, -4.529], [1.568, 6.289, -4.188], [-2.123, 6.109, 0.850], [-0.578, 6.043, -0.016], [4.868, 2.142, -2.802], [3.616, -0.144, 3.386], [-3.890, 3.455, -1.759], [-4.248, 3.108, 0.881], [4.220, -0.588, -0.977], [-6.175, -4.281, 1.235], [1.313, 2.024, -3.083], [3.019, -1.138, -3.638], [-1.619, -1.655, -4.389], [-2.391, -2.196, 3.336], [-3.122, 2.372, 2.018], [-7.979, -2.783, 4.797], [5.130, -0.246, 5.336], [2.968, 4.291, 4.068], [-6.122, -1.196, 5.077], [-0.480, -1.365, 4.283], [3.564, -3.732, 1.625], [0.146, 0.415, -5.817], [3.339, -2.880, -2.146], [4.930, -1.662, 0.245], [-1.210, 7.824, -3.689], [-1.661, 4.224, -5.940], [-1.541, 0.679, -6.266], [3.156, 6.301, -4.951], [-8.003, -4.329, 2.871], [-0.476, 0.467, 5.447], [1.655, -6.310, -5.242], [-3.767, 5.068, -0.974], [0.557, 3.320, -4.019], [-0.880, 6.546, -5.779], [2.048, 4.985, -5.297], [0.386, 0.946, 3.484], [-4.410, -3.106, 0.258], [1.887, -0.447, -4.781], [1.537, -5.112, 0.260], [2.989, -2.302, 2.518], [0.399, -3.851, -0.270], [-4.310, -1.103, 3.435], [3.849, 3.404, -4.641], [2.370, -2.132, -4.958], [-0.916, 2.989, 2.860], [0.573, 3.970, 4.596], [-3.721, 2.497, -3.480], [1.673, -6.451, -2.435], [2.338, 6.248, -1.853], [5.514, -4.304, -3.110], [3.024, -6.164, -1.358], [4.021, -0.224, 0.747], [3.759, -3.989, -0.835], [-3.405, 4.124, 2.059], [-3.098, 2.533, -5.149], [1.462, -4.089, -3.863], [4.635, 3.879, 2.682], [4.289, -3.590, -4.196], [4.186, -0.332, 7.618], [3.368, 5.015, -0.010], [3.120, -6.370, -6.215], [0.030, -4.310, -2.865], [1.850, -3.570, 2.076], [0.226, -5.514, -0.842], [-2.319, 6.763, -1.768], [0.248, 3.188, -2.283], [1.718, -0.281, 7.931], [5.551, -4.653, -4.836]],
  "energy_ha": -12479.02392,
  "charge": 3,
  "orbital_gap_ev": [3.06, 3.43],
  "lumo_energy_ha": [-0.3917, -0.3783],
  "spin_multiplicity": 1,
  "de_lowest_kj_mol": 280.21,
  "homo_ev": [-13.720, -13.722]
}